69
Properties=species:S:1:pos:R:3:forces:R:3 method="wB97M-V/def2-TZVPD" multiplicity=2 largest_force_ha_per_bohr=0.011 e_lumo_ev="-3.05 / -2.98" e_tot_ev=-101446.6493 total_charge=+1 s_squared=0.752 de_lowest_kcal_mol=0.0 homo_lumo_gap_ev="6.87 / 6.97"
Ti 0.22221 0.23230 -0.13990 -0.1 -0.3 -0.3
Cl -4.68441 -1.24962 4.44853 0.0 0.0 0.0
C -3.26734 -1.34807 3.47011 0.0 0.0 0.0
C -3.04374 -0.35475 2.52301 0.0 -0.1 -0.1
C -1.91957 -0.40900 1.71391 0.0 0.0 0.1
N -1.53495 0.58495 0.78102 0.3 0.1 -0.1
C -2.21618 1.72011 0.50582 -0.1 -0.2 0.1
O -3.31338 2.07328 0.90192 0.0 0.0 0.0
C -1.45848 2.64132 -0.44367 -0.1 0.1 0.0
C -2.03416 3.85038 -0.80064 0.0 0.0 0.0
C -1.33980 4.69752 -1.64588 0.0 0.0 0.0
C -0.08881 4.31403 -2.10855 0.0 0.0 0.0
C 0.41735 3.09425 -1.70862 0.0 0.0 0.0
N -0.24997 2.26805 -0.89650 -0.1 0.0 0.1
C -0.99889 -1.47869 1.85913 0.0 0.2 0.2
C -1.22486 -2.44775 2.82338 -0.1 -0.1 -0.2
C -2.36181 -2.38651 3.62086 0.0 0.0 0.0
Cl -2.61014 -3.62421 4.79569 0.0 0.0 0.0
N 0.16572 -1.37015 1.07090 0.1 0.3 -0.1
C 1.14964 -2.28793 0.97230 0.0 0.0 0.1
O 1.20951 -3.41174 1.43777 0.0 0.0 0.0
C 2.34818 -1.75858 0.18371 0.1 -0.1 0.1
C 3.46825 -2.56013 0.03890 0.0 0.0 0.0
C 4.58713 -2.03458 -0.58444 0.0 0.0 0.0
C 4.56007 -0.72225 -1.03599 0.1 0.0 0.0
C 3.40194 0.00969 -0.86920 -0.1 -0.1 -0.1
N 2.31192 -0.49833 -0.28547 -0.1 -0.1 0.2
H -3.74821 0.45484 2.42099 0.0 0.0 0.0
H -3.00811 4.09126 -0.39892 0.0 0.0 0.0
H -1.76355 5.64967 -1.93810 0.0 0.0 0.0
H 0.48938 4.95075 -2.76343 0.0 0.0 0.0
H 1.39054 2.75854 -2.04450 0.0 0.0 0.0
H -0.52846 -3.26189 2.94699 0.0 0.0 0.0
H 3.43470 -3.56431 0.43665 0.0 0.0 0.0
H 5.47892 -2.63551 -0.70570 0.0 0.0 0.0
H 5.42220 -0.27017 -1.50595 0.0 0.0 0.0
H 3.33291 1.03570 -1.20968 0.0 0.0 0.0
C 0.12915 -1.48338 -5.55806 0.0 0.0 0.0
N 0.22792 -0.78868 -4.28013 0.0 0.0 0.1
C 1.27906 0.21697 -4.20739 0.0 0.0 0.0
P -0.95366 -0.87681 -3.14611 -0.2 -0.1 -0.2
O -0.32068 -0.71020 -1.77763 0.3 0.4 0.2
N -2.07205 0.28535 -3.41498 0.0 0.0 0.0
C -2.22447 0.99495 -4.67764 0.0 0.0 0.0
C -3.19296 0.41721 -2.48102 0.0 0.0 0.0
N -1.69452 -2.32772 -3.18495 0.1 0.0 0.0
C -1.05186 -3.50446 -2.59785 0.0 0.0 0.0
C -2.86592 -2.61739 -4.00192 0.0 0.0 0.0
H 1.08527 -1.95529 -5.78964 0.0 0.0 0.0
H -0.12362 -0.79808 -6.37290 0.0 0.0 0.0
H -0.63145 -2.25879 -5.50833 0.0 0.0 0.0
H 2.24076 -0.23951 -4.45051 0.0 0.0 0.0
H 1.33682 0.61520 -3.19613 0.0 0.0 0.0
H 1.10445 1.04312 -4.90532 0.0 0.0 0.0
H -1.31061 0.93703 -5.26319 0.0 0.0 0.0
H -2.43597 2.04617 -4.47526 0.0 0.0 0.0
H -3.04895 0.59013 -5.27348 0.0 0.0 0.0
H -2.95782 -0.07149 -1.53586 0.0 0.0 0.0
H -4.10646 -0.02715 -2.88626 0.0 0.0 0.0
H -3.38503 1.47370 -2.28335 0.0 0.0 0.0
H -0.28295 -3.20144 -1.89191 0.0 0.0 0.0
H -0.60473 -4.13758 -3.36898 0.0 0.0 0.0
H -1.79676 -4.08940 -2.05728 0.0 0.0 0.0
H -3.23911 -1.71221 -4.47637 0.0 0.0 0.0
H -3.65766 -3.04057 -3.38102 0.0 0.0 0.0
H -2.62405 -3.33927 -4.78711 0.0 0.0 0.0
O 1.13789 1.41152 1.55630 0.0 0.0 -0.1
H 0.44650 1.74229 2.14616 0.0 0.0 0.0
H 1.71800 0.87125 2.10854 0.0 0.0 0.0

***

66
Properties=species:S:1:pos:R:3:forces:R:3 method="wB97M-V/def2-TZVPD" multiplicity=1 largest_force_ha_per_bohr=0.011 e_lumo_ev=-9.42 e_tot_ev=-117100.6487 total_charge=+3 de_lowest_kcal_mol=28.0 homo_lumo_gap_ev=6.61
Pb -2.72722 1.75557 0.73199 -0.1 0.1 0.0
C -4.34396 -1.50572 4.71125 0.1 0.1 0.0
N -3.24518 -0.52719 4.79066 0.0 -0.2 0.0
C -2.26188 -0.52220 5.76356 -0.2 0.0 0.0
C -1.44440 0.50748 5.49949 0.0 0.0 -0.1
N -1.93572 1.13955 4.35260 0.2 0.1 0.0
C -3.04206 0.47477 3.93204 0.0 0.0 0.1
S -4.14552 0.76592 2.63602 -0.1 0.1 0.0
C -1.36701 2.35585 3.86687 -0.1 -0.1 0.1
C -0.85149 3.24767 4.78923 0.0 0.1 0.1
C -0.21072 4.38750 4.33238 0.0 0.0 0.0
C -0.10671 4.60458 2.96610 0.0 0.0 0.0
C -0.68501 3.68610 2.12056 -0.1 0.0 0.0
N -1.31191 2.57181 2.55007 0.0 -0.1 -0.1
H -4.17525 -2.25800 5.47483 0.0 0.0 0.0
H -4.34898 -1.97025 3.72867 0.0 0.0 0.0
H -5.29417 -1.00821 4.89096 0.0 0.0 0.0
H -2.23637 -1.25082 6.55583 0.0 0.0 0.0
H -0.54424 0.82751 5.99259 0.0 0.0 0.0
H -0.97537 3.07265 5.84830 0.0 0.0 0.0
H 0.19167 5.10156 5.03918 0.0 0.0 0.0
H 0.38716 5.47819 2.56541 0.0 0.0 0.0
H -0.66259 3.84130 1.04640 0.0 0.0 0.0
Cl -4.62215 -2.68668 -4.85974 0.0 0.0 0.0
C -3.37452 -1.92598 -3.98875 0.0 0.0 0.0
C -3.46128 -1.79282 -2.60361 0.0 0.1 0.0
Cl -4.82211 -2.39773 -1.77045 -0.1 0.0 0.0
C -2.43201 -1.16081 -1.90566 -0.2 0.0 0.1
Cl -2.60979 -1.01123 -0.16544 0.4 -0.1 -0.1
C -1.29822 -0.65706 -2.53748 0.1 0.0 0.1
O -0.32453 -0.06124 -1.79650 -0.1 -0.2 -0.3
C -1.24131 -0.79665 -3.92372 0.2 0.0 0.0
Cl 0.14862 -0.18182 -4.75749 -0.2 0.0 0.0
C -2.25517 -1.41908 -4.65044 0.1 0.0 0.0
Cl -2.12276 -1.55447 -6.34004 0.0 0.0 0.0
C 1.51885 2.41707 -3.33132 0.1 0.2 0.1
C 2.48791 1.47883 -2.63030 -0.1 -0.3 -0.2
C 3.78738 1.24600 -3.39719 0.0 0.1 0.0
Sb 1.62919 -0.42433 -2.07105 -0.2 0.2 0.5
C 1.87128 -2.41760 -2.89032 0.0 0.4 0.1
C 3.36920 -2.70129 -2.92709 0.0 -0.2 0.0
C 1.05400 -3.40507 -2.07222 0.0 -0.2 -0.2
C 1.98075 -0.34202 0.03391 0.1 -0.1 0.0
C 3.46466 -0.08687 0.31907 0.0 0.0 0.0
C 1.45367 -1.54491 0.80921 0.0 0.0 0.1
H 1.93014 3.42735 -3.26014 0.0 0.0 0.0
H 0.52458 2.42947 -2.88352 0.0 0.0 0.0
H 1.41896 2.18686 -4.38834 0.0 0.0 0.0
H 2.69285 1.83638 -1.61927 0.0 0.1 0.0
H 3.59564 0.83327 -4.38896 0.0 0.0 0.0
H 4.48429 0.58890 -2.87272 0.0 0.0 0.0
H 4.29218 2.20394 -3.53798 0.0 0.0 0.0
H 1.45764 -2.29109 -3.88753 0.1 -0.2 -0.1
H 3.80015 -2.76208 -1.92547 0.0 0.0 0.0
H 3.92906 -1.97363 -3.51587 0.0 0.0 0.0
H 3.51679 -3.67625 -3.39772 0.0 0.0 0.0
H 1.50077 -3.60346 -1.10160 0.0 0.0 0.0
H 1.04213 -4.34960 -2.62255 0.0 0.0 0.0
H 0.01452 -3.10115 -1.93713 0.0 0.0 0.0
H 1.38583 0.54519 0.28739 0.1 0.0 0.0
H 4.08726 -0.91432 -0.02813 0.0 0.0 0.0
H 3.62464 -0.00905 1.39650 0.0 0.0 0.0
H 3.84465 0.83076 -0.13014 0.0 0.0 0.0
H 2.07679 -2.42421 0.64975 0.0 0.0 0.0
H 0.42312 -1.79916 0.55489 0.0 0.0 0.0
H 1.49327 -1.32798 1.88018 0.0 0.0 0.0

***

84
Properties=species:S:1:pos:R:3:forces:R:3 method="wB97M-V/def2-TZVPD" multiplicity=1 largest_force_ha_per_bohr=0.033 e_lumo_ev=0.43 e_tot_ev=-98861.1996 de_lowest_kcal_mol=12.5 homo_lumo_gap_ev=11.49 smiles="CCOC(=O)C(F)(F)F.CCOC(=O)C(F)(F)F.CCOC(=O)C(F)(F)F.CCOC(=O)C(F)(F)F.CCOC(=O)C(F)(F)F.CCOC(=O)C(F)(F)F"
C -0.29099 2.47523 -0.06682 -0.3 -0.6 0.6
C -0.71893 1.02744 -0.20814 0.3 0.4 -0.9
O -1.38835 0.65947 1.01068 -0.4 0.0 0.3
C -1.74578 -0.59955 1.11313 0.7 0.0 0.0
O -1.50554 -1.47118 0.32886 -0.3 -0.3 -0.2
C -2.42656 -0.90550 2.46468 0.1 0.6 0.1
F -3.74575 -1.10089 2.31019 0.0 -0.1 -0.1
F -1.90368 -2.00134 3.00047 0.0 -0.2 0.1
F -2.26069 0.10423 3.32448 -0.2 -0.1 0.1
H -1.17408 3.10609 -0.00801 0.2 0.2 -0.1
H 0.37179 2.75960 -0.87800 -0.2 0.1 -0.2
H 0.27662 2.54328 0.86351 0.0 0.2 -0.1
H 0.15775 0.40658 -0.39862 -0.2 -0.3 0.4
H -1.41064 0.84985 -1.03324 0.0 0.1 0.0
C 3.38746 -7.16737 -0.50412 0.2 0.3 -0.1
C 3.68286 -5.81881 -1.12318 0.4 -0.3 -0.3
O 2.50859 -5.00183 -0.95501 -0.1 -0.2 0.4
C 2.39373 -3.97736 -1.76344 0.0 0.1 -0.1
O 3.14193 -3.67934 -2.64478 0.0 0.3 -0.2
C 1.10929 -3.17008 -1.46256 0.0 0.0 0.2
F 0.45885 -3.62342 -0.40061 -0.1 0.0 0.0
F 1.41794 -1.88224 -1.25302 -1.0 -0.6 0.1
F 0.30148 -3.24598 -2.52554 0.0 0.1 -0.1
H 2.52932 -7.59807 -1.01662 0.0 -0.1 0.2
H 3.18877 -7.06730 0.56096 -0.1 -0.1 0.0
H 4.24674 -7.82342 -0.64026 0.0 0.0 0.0
H 3.91599 -5.90336 -2.18595 -0.2 0.0 0.0
H 4.53438 -5.29857 -0.67879 -0.1 0.0 0.2
C -0.18998 -0.42355 6.60251 -0.3 0.9 0.0
C 0.77610 -0.87471 5.53083 -0.9 -1.3 0.5
O 1.71567 0.15105 5.22373 0.3 -0.1 -0.2
C 1.52634 0.82326 4.10052 0.5 0.3 0.4
O 0.62710 0.72878 3.32927 -0.4 -0.2 -0.4
C 2.65917 1.85197 3.84427 -0.3 0.2 -0.3
F 3.30033 1.50955 2.71617 0.1 -0.1 0.4
F 2.10138 3.04998 3.64196 0.0 0.0 0.1
F 3.53344 1.96668 4.84113 0.0 -0.2 -0.1
H 0.32129 0.00620 7.46536 0.2 -0.3 0.0
H -0.84720 -1.22276 6.93799 0.1 -0.2 -0.1
H -0.82740 0.38377 6.22515 0.0 -0.2 -0.1
H 0.23553 -1.23518 4.65419 0.1 0.5 -0.2
H 1.30497 -1.76481 5.88148 0.5 0.4 0.0
C 3.55099 -0.60538 -1.47221 0.8 -0.3 -0.1
C 3.27752 0.59608 -0.58473 1.2 -1.2 0.0
O 3.45472 1.76945 -1.38986 -0.7 0.4 -0.4
C 3.07157 2.91655 -0.85922 0.4 0.1 0.2
O 2.79600 3.12114 0.28475 -0.2 0.0 0.1
C 3.09543 4.08840 -1.86860 0.3 0.1 0.2
F 4.18635 4.83986 -1.62761 0.0 -0.1 -0.1
F 3.12353 3.69428 -3.13359 0.0 -0.1 -0.2
F 2.03098 4.86277 -1.68700 -0.2 0.0 0.0
H 4.53016 -0.51612 -1.94807 -0.1 0.3 -0.1
H 2.80130 -0.81160 -2.23389 0.7 0.3 0.6
H 3.66566 -1.50021 -0.85022 -0.2 0.2 0.1
H 4.06673 0.60697 0.16905 -0.3 0.2 0.3
H 2.31035 0.50473 -0.09635 -0.1 0.6 -0.1
C -5.75653 1.54110 1.92744 -0.1 0.9 -0.8
C -4.68616 1.98065 0.93901 0.0 -1.1 -0.2
O -5.14745 3.17124 0.28259 0.0 0.3 0.1
C -4.34367 3.64242 -0.64865 -0.2 -0.1 -0.2
O -3.37174 3.10531 -1.08774 0.3 0.0 0.0
C -4.83215 5.01836 -1.15404 0.5 0.0 -0.4
F -4.48136 5.97852 -0.28851 -0.2 -0.1 0.1
F -4.25384 5.29781 -2.32692 -0.1 -0.1 0.2
F -6.14965 5.03418 -1.32552 -0.2 0.1 0.1
H -6.58238 1.13076 1.34397 0.1 -0.4 0.2
H -6.20844 2.42067 2.39011 0.4 -0.1 0.5
H -5.33520 0.82293 2.61891 -0.2 0.0 0.2
H -4.57223 1.17517 0.20398 0.0 0.3 -0.2
H -3.67644 2.14224 1.31781 -0.2 0.2 0.4
C -3.01009 -0.86818 -3.01720 -0.1 0.1 -0.4
C -1.83401 -1.34496 -3.84411 -0.4 -0.3 0.4
O -0.70656 -0.49116 -3.58627 -0.1 0.5 0.4
C 0.24474 -0.44191 -4.48923 0.2 -0.7 -0.1
O 0.28874 -1.05120 -5.51665 0.1 0.1 -0.2
C 1.41750 0.45270 -4.03674 -0.6 0.9 -0.7
F 1.24619 0.90309 -2.79511 0.0 0.0 0.2
F 2.55324 -0.21120 -4.12355 0.3 -0.1 -0.3
F 1.49788 1.53039 -4.84883 0.0 -0.4 0.2
H -3.33623 0.14745 -3.24537 0.2 0.0 -0.1
H -2.76905 -0.93427 -1.95768 -0.1 -0.1 0.0
H -3.84506 -1.52630 -3.26917 0.0 0.0 0.3
H -2.03015 -1.40454 -4.91179 0.0 0.2 0.0
H -1.57047 -2.33466 -3.47805 0.1 -0.1 -0.2

***

60
Properties=species:S:1:pos:R:3:forces:R:3 method="wB97M-V/def2-TZVPD" multiplicity=1 largest_force_ha_per_bohr=0.011 e_lumo_ev=0.38 e_tot_ev=-36546.2326 de_lowest_kcal_mol=29.2 homo_lumo_gap_ev=8.77 smiles="COc1cccc(CC(=O)N2CCC(CCC(=O)Nc3cccc(OC)c3)CC2)c1"
C 3.23404 1.49427 1.89243 0.2 0.0 -0.2
H 3.60914 2.47951 2.16556 0.0 -0.1 0.0
O 1.97319 1.38255 2.50621 -0.4 -0.2 0.2
C 1.28424 0.21232 2.36585 0.0 0.1 0.1
C 1.69398 -0.87091 1.59900 0.3 0.2 0.0
C 0.89932 -2.00491 1.54488 -0.1 -0.1 0.1
C -0.29559 -2.07086 2.23533 0.0 -0.1 0.1
C -0.72273 -0.98393 2.99295 0.3 0.1 0.0
C 0.07476 0.14557 3.05631 0.1 0.0 0.0
H -0.21960 1.00281 3.64412 -0.1 0.1 0.1
C -2.03497 -1.03623 3.72650 -0.1 -0.2 0.1
C -3.17326 -1.61951 2.89379 0.1 0.3 0.4
O -3.74559 -2.63659 3.23986 0.0 -0.4 0.2
N -3.55252 -0.93091 1.79245 -0.3 0.1 -0.3
C -2.86858 0.18409 1.18697 0.4 0.2 -0.1
H -2.16541 0.63345 1.88314 -0.1 0.0 0.0
C -2.13669 -0.26829 -0.08008 -0.3 0.1 0.0
H -1.63069 0.59504 -0.51430 0.1 0.1 0.0
H -1.37797 -1.00500 0.18676 0.1 0.0 0.0
C -3.12307 -0.88417 -1.07450 0.2 -0.4 0.0
C -2.42911 -1.46368 -2.31234 -0.1 0.3 0.0
C -1.43599 -0.50803 -2.97559 -0.1 -0.4 0.1
C -0.04444 -0.66273 -2.37083 -0.4 0.3 -0.2
O 0.36060 -1.71727 -1.94059 0.1 -0.3 0.1
N 0.69359 0.48485 -2.41299 0.0 0.5 -0.1
C 2.03728 0.67289 -2.06761 0.4 -0.2 0.1
C 2.52379 1.98088 -2.09480 0.0 0.3 0.0
C 3.85265 2.23963 -1.79093 0.1 -0.2 0.0
C 4.70037 1.17880 -1.46346 0.0 0.2 0.0
C 4.20924 -0.10933 -1.43811 0.0 0.3 0.0
C 2.88229 -0.37716 -1.73354 -0.2 -0.2 0.0
H 2.50278 -1.38330 -1.70972 0.0 0.0 0.0
H 4.86912 -0.92516 -1.18454 0.1 -0.1 0.0
H 5.73051 1.39663 -1.23407 0.1 0.0 0.0
O 4.42067 3.47652 -1.78108 0.1 -0.3 0.1
C 3.62072 4.59199 -2.08590 -0.1 0.2 -0.1
H 4.27768 5.45636 -2.00508 -0.1 0.0 0.0
H 2.79389 4.70022 -1.37608 0.0 0.0 0.0
H 3.22306 4.53684 -3.10479 0.0 0.0 0.0
H 1.84901 2.78196 -2.35856 0.0 0.1 0.0
H 0.23044 1.31622 -2.75330 0.0 -0.3 0.0
H -1.33304 -0.77322 -4.03184 0.0 0.1 0.0
H -1.78521 0.52413 -2.92180 0.0 0.1 0.0
H -3.19540 -1.75882 -3.03136 0.0 -0.1 0.0
H -1.87379 -2.35938 -2.02556 -0.1 0.0 0.0
C -3.90950 -1.99626 -0.37257 -0.2 0.4 0.1
C -4.55878 -1.49492 0.91576 -0.2 -0.5 0.0
H -5.04284 -2.31526 1.44755 0.0 0.2 -0.1
H -5.30196 -0.72094 0.69262 0.0 0.0 0.0
H -4.67846 -2.39149 -1.03825 0.0 -0.1 0.0
H -3.22539 -2.80914 -0.12216 0.0 -0.1 0.0
H -3.82507 -0.10301 -1.39489 0.0 0.0 0.0
H -3.62315 0.93660 0.92144 0.1 0.0 0.1
H -1.93813 -1.69153 4.59646 -0.1 0.1 -0.1
H -2.31579 -0.04273 4.08282 0.0 0.0 0.0
H -0.90675 -2.95982 2.18945 -0.1 -0.1 0.0
H 1.21825 -2.84054 0.94111 0.0 -0.1 -0.1
H 2.61532 -0.84239 1.04053 0.1 0.0 0.0
H 3.92735 0.73047 2.25823 0.0 0.0 0.0
H 3.16218 1.42280 0.80314 0.0 0.0 0.0